1.
80
Properties=species:S:1:pos:R:3 method="wB97M-V/def2-TZVPD" charge=+1 multiplicity=2 gap_ev="6.340 / 6.986" homo_ev="-9.661 / -10.359"
Cr 1.43455 -0.46979 0.31836
O 3.46902 -0.96471 0.69204
C 4.55904 -0.02637 0.81765
C 4.95274 0.52745 -0.53824
C 3.74271 1.02187 -1.34102
C 2.94051 2.05495 -0.59460
C 3.25248 3.40065 -0.73554
C 2.55814 4.34885 -0.00645
C 1.56229 3.91909 0.85721
C 1.30010 2.56849 0.94045
N 1.96417 1.63843 0.23531
H 3.77324 -1.77005 0.25617
H 5.39611 -0.52136 1.30834
H 4.18816 0.75057 1.48338
H 5.47189 -0.23926 -1.11899
H 5.66282 1.34363 -0.38692
H 3.10831 0.17386 -1.61198
H 4.08648 1.45135 -2.28241
H 4.03796 3.68985 -1.42075
H 2.79089 5.40047 -0.10762
H 0.98697 4.61121 1.45512
H 0.53127 2.20021 1.60337
S -0.47358 -4.93663 1.96254
C -1.16543 -3.57642 1.47212
N -1.71215 -2.58775 1.11259
F 0.75843 0.49707 3.08711
C 0.08800 -0.66178 2.75465
F 1.15961 -1.46885 2.19613
C -0.32057 -1.34653 4.08302
F -1.66372 -1.36242 4.16429
F 0.12936 -0.69002 5.15751
F 0.10779 -2.60562 4.15300
C -2.40719 3.20945 0.84327
Si -2.92855 1.95557 2.13320
C -1.93667 2.16215 3.69146
C -4.74195 2.14761 2.51183
C -2.79169 0.19483 1.43572
Te -1.07882 -0.55293 0.46976
C -2.07014 -1.07680 -1.34822
Si -2.56800 0.31629 -2.52963
C -1.22728 1.62780 -2.62222
C -2.81060 -0.43899 -4.21707
C -4.16459 1.08185 -1.93643
H -2.32501 4.20011 1.29750
H -3.13921 3.28246 0.03602
H -1.44224 2.97922 0.39244
H -2.17221 3.13639 4.12767
H -0.85677 2.11347 3.55058
H -2.20905 1.40000 4.42523
H -4.94664 3.13912 2.92178
H -5.06997 1.41120 3.24838
H -5.35514 2.02437 1.61635
H -3.57614 0.05547 0.68746
H -2.96021 -0.54281 2.22173
H -2.93695 -1.67645 -1.06389
H -1.36733 -1.75245 -1.84565
H -0.31405 1.25156 -3.08989
H -0.96257 2.02044 -1.64029
H -1.57439 2.47034 -3.22552
H -1.88815 -0.88818 -4.59167
H -3.13146 0.31217 -4.94195
H -3.57325 -1.22004 -4.18752
H -4.05373 1.58738 -0.97399
H -4.94768 0.32807 -1.82998
H -4.51679 1.82434 -2.65612
C 1.84999 -5.92256 -0.57411
C 1.72036 -4.49697 -0.97822
C 1.63658 -3.90460 -2.22022
C 1.43519 -2.53831 -1.98195
N 1.41757 -2.30065 -0.66767
N 1.62190 -3.50224 -0.07578
C 1.27114 -1.43961 -2.97762
H 2.22587 -6.51306 -1.40618
H 0.87853 -6.31590 -0.27333
H 2.52932 -6.03547 0.27035
H 1.69762 -4.39730 -3.17541
H 1.41977 -3.62248 0.90985
H 2.20634 -1.22389 -3.49663
H 0.92143 -0.52358 -2.49630
H 0.53522 -1.71686 -3.73296

2.
71
Properties=species:S:1:pos:R:3 method="wB97M-V/def2-TZVPD" charge=+1 multiplicity=2 gap_ev="2.648 / 2.390" homo_ev="-6.929 / -6.604"
Yb 0.66256 -2.36233 -2.55216
C -2.40874 3.31974 -0.08643
C -3.14506 2.09902 -0.06893
C -2.91667 2.82798 2.09784
C -2.27699 3.76963 1.25486
C -3.44851 1.79248 1.28475
C -1.88668 4.01346 -1.28002
H -1.80677 3.32995 -2.13332
H -0.89372 4.44607 -1.09175
H -2.54915 4.84118 -1.57694
C -1.59127 4.99636 1.70340
H -1.42184 5.67888 0.86425
H -0.61040 4.76420 2.14579
H -2.17976 5.52043 2.46748
C -3.01442 2.93261 3.56803
H -3.45495 3.89371 3.86696
H -2.02325 2.87046 4.04058
H -3.63204 2.12667 3.97569
C -4.21947 0.62676 1.76672
H -5.26979 0.89454 1.96321
H -3.79821 0.23957 2.70490
H -4.21742 -0.18364 1.02966
C -3.56144 1.31724 -1.25000
H -4.57234 1.60836 -1.58460
H -3.59159 0.24052 -1.02796
H -2.87765 1.47424 -2.09479
C 2.83339 -1.94664 -2.31132
C 2.50627 -1.91470 -3.63339
C 1.98681 -3.05122 -4.46042
C 1.94441 -4.43339 -3.76735
C 0.90357 -4.51778 -2.69724
C 1.06551 -4.20263 -1.38177
C 2.38538 -3.95545 -0.70445
C 3.39325 -3.11790 -1.53693
H 2.58483 -3.11705 -5.38161
H 2.94742 -4.78591 -3.47971
H 0.95989 -2.81398 -4.87508
H 3.99816 -3.79766 -2.16214
H 2.98157 -0.98398 -1.79306
H 2.51104 -0.95601 -4.16936
H 4.13389 -2.69872 -0.82539
H 2.23035 -3.48518 0.28451
H 0.20962 -4.33036 -0.69921
H 2.86435 -4.92475 -0.46306
H 1.63188 -5.15894 -4.54514
H -0.08305 -4.85124 -3.06071
P 1.81161 1.12901 0.83953
C 3.42615 1.45971 0.13102
C 0.49785 1.47768 -0.34371
P -0.04475 -0.88070 2.21640
C 1.60422 -0.58785 1.36248
C -1.07356 -1.76208 0.95769
C 0.50090 -2.35897 3.16558
H 4.15119 1.68565 0.92762
H 3.34865 2.32564 -0.54369
H 3.76903 0.58328 -0.43698
H 0.83927 1.23962 -1.36303
H 0.20609 2.53405 -0.29439
H -0.38924 0.87325 -0.12204
H 0.98419 -3.09291 2.50525
H -0.37363 -2.79878 3.65744
H 1.21357 -2.02997 3.93719
H 2.41672 -0.82420 2.07269
H 1.71123 -1.23656 0.47742
H -2.07583 -1.89386 1.39629
H -0.68208 -2.75795 0.69839
H -1.21060 -1.15788 0.05642
F 1.70456 3.58856 1.92170
C 1.56805 2.26627 2.29128
F 2.48992 2.02101 3.28056
F 0.32352 2.16339 2.88451

3.
80
Properties=species:S:1:pos:R:3 method="wB97M-V/def2-TZVPD" charge=-2 gap_ev=6.567 homo_ev=-2.474
K 0.70858 -0.07545 -0.58555
O -0.50629 2.60270 2.22327
S -0.11470 2.46429 0.79076
O -0.14301 3.74601 0.08666
O -1.04103 1.48050 0.13299
O 1.25976 1.86482 0.73402
C -0.59890 -3.80727 -3.47841
P -0.84784 -3.01532 -1.83918
C -1.92714 -1.61888 -2.33258
C -2.10438 -4.18124 -1.13465
C -2.79962 -3.63421 0.11870
P -1.76658 -2.39525 1.04084
C -2.87020 -2.11078 2.48036
C -0.53165 -3.51169 1.81825
H 0.07845 -3.17756 -4.05797
H -1.54144 -3.92977 -4.02031
H -0.13190 -4.78563 -3.34912
H -2.82050 -1.97149 -2.85830
H -1.36875 -0.95548 -2.99701
H -2.22666 -1.03601 -1.45923
H -1.56109 -5.10259 -0.90162
H -2.84157 -4.43357 -1.90612
H -3.13207 -4.45206 0.76969
H -3.69735 -3.08258 -0.17711
H -3.10941 -3.03247 3.02003
H -3.79718 -1.64078 2.14674
H -2.35880 -1.41074 3.14289
H -0.99519 -4.29274 2.42910
H 0.12970 -2.90541 2.43915
H 0.07429 -3.97392 1.03732
N -0.25192 -0.32528 2.86272
S 0.53123 0.89515 3.48925
C -0.55521 1.74160 4.69028
C -0.40560 3.10178 4.89210
C -1.23844 3.74837 5.79575
C -2.21890 3.03502 6.47247
C -2.37852 1.67412 6.23615
C -1.54670 1.02662 5.33580
C 1.45066 0.03712 4.78836
C 1.24931 -1.31011 5.04318
C 1.98025 -1.93479 6.04396
C 2.91205 -1.21594 6.78205
C 3.11766 0.13103 6.51324
C 2.39036 0.75750 5.51142
H -0.72459 0.08999 2.05791
H 0.31750 3.64877 4.29987
H -1.14297 4.81679 5.94827
H -2.87730 3.54444 7.16669
H -3.16102 1.12429 6.74650
H -1.65767 -0.02477 5.09159
H 0.52192 -1.83070 4.43248
H 1.82646 -2.98831 6.24636
H 3.48539 -1.70735 7.55925
H 3.85164 0.69285 7.07827
H 2.54783 1.80585 5.28454
C 0.91438 2.88050 -3.09571
C 2.36630 3.08322 -3.47367
C 2.54264 4.14112 -4.55364
O 3.09167 1.89143 -3.86892
P 2.59122 0.63224 -4.72352
S 4.18838 -0.22155 -5.48851
S 1.34728 -0.51887 -3.67101
O 1.75354 1.43792 -5.87456
C 0.84141 0.89173 -6.83305
C 1.20412 -0.50215 -7.32349
C -0.58060 0.96159 -6.29571
H 0.49812 3.84376 -2.79553
H 0.80667 2.24343 -2.22414
H 0.33444 2.47376 -3.92276
H 2.90120 3.40554 -2.57821
H 1.95835 3.88684 -5.43783
H 3.59304 4.21571 -4.83900
H 2.20920 5.10852 -4.17096
H 0.92637 1.57936 -7.68214
H 1.12003 -1.22979 -6.51609
H 2.22611 -0.52601 -7.69748
H 0.51524 -0.77887 -8.12691
H -0.67822 0.31474 -5.42409
H -1.28794 0.64360 -7.06667
H -0.82388 1.98271 -5.99847

4.
77
Properties=species:S:1:pos:R:3 method="wB97M-V/def2-TZVPD" charge=-1 gap_ev=6.186 homo_ev=-4.177
C -2.18076 0.54752 2.37918
C -1.24940 -0.25187 2.37997
P 0.38006 -1.30935 2.30567
O 1.87403 -2.20507 2.49080
C 2.98118 -1.32003 2.24876
C 3.43588 -0.99781 3.75602
C 2.54860 0.06932 1.49320
N 3.43324 1.05713 2.14286
C 2.92977 2.44332 2.02612
C 3.58239 3.29828 0.87650
C 3.36108 2.71480 -0.56993
O 1.16230 0.13848 1.70978
H -2.77544 1.46121 2.18400
H 0.57074 -0.95469 3.70036
H -0.43656 -2.45371 2.66967
H 0.17447 -1.80781 0.95259
H 3.91352 -1.78311 1.80151
H 2.74515 -0.25691 4.24943
H 3.35490 -1.93084 4.39379
H 4.49549 -0.64203 3.83008
H 2.77070 -0.21793 0.41498
H 4.32051 1.01872 1.62359
H 3.19628 2.96007 2.99951
H 1.81975 2.53117 1.92897
H 3.08743 4.31315 0.89909
H 4.67464 3.50217 1.08882
H 3.50792 3.56862 -1.29700
H 2.33892 2.31196 -0.77371
H 4.17310 1.97298 -0.82445
C -6.19251 1.19848 2.00710
C -5.28073 2.35565 2.15343
N -4.57353 3.25302 2.26636
H -6.51634 0.85515 2.98997
H -7.06793 1.49104 1.42654
H -5.68227 0.38128 1.49367
C -2.84521 -2.23463 -0.58350
C -3.76845 -1.11863 -0.34270
N -4.49175 -0.24500 -0.15287
H -2.98116 -2.99879 0.18048
H -3.03301 -2.67330 -1.56484
H -1.81595 -1.87293 -0.54597
C -0.38279 1.90606 -3.08225
C 0.96022 2.25440 -3.60475
N 2.00450 2.52812 -4.02681
H -1.08324 1.79105 -3.90942
H -0.33273 0.97017 -2.52547
H -0.73954 2.69535 -2.42066
C 2.24886 4.32903 -6.67120
C 1.45470 4.40055 -7.92192
N 0.83994 4.45582 -8.89046
H 2.39225 5.33023 -6.26560
H 1.72775 3.71812 -5.93385
H 3.22265 3.88534 -6.87515
C 6.59182 -1.28005 6.52559
C 6.16567 0.03733 5.99912
N 5.83534 1.05742 5.59110
H 7.67989 -1.32997 6.56225
H 6.19422 -1.42341 7.52990
H 6.21940 -2.07392 5.87812
C -0.15953 -0.97741 -6.19279
C 0.01048 -1.22719 -4.74135
N 0.14252 -1.41924 -3.61745
H 0.81004 -0.78359 -6.65068
H -0.61065 -1.84815 -6.66763
H -0.80523 -0.11318 -6.34684
C -7.20077 -1.38663 -2.05657
C -6.56478 -2.15487 -3.15324
N -6.07254 -2.74980 -4.00285
H -8.26315 -1.25642 -2.26332
H -7.08428 -1.92035 -1.11413
H -6.73141 -0.40725 -1.96894
C -3.14082 -5.99272 1.52922
C -3.03919 -4.62050 2.08141
N -2.95988 -3.55676 2.50716
H -4.04237 -6.08255 0.92333
H -2.27120 -6.20692 0.90817
H -3.18457 -6.71658 2.34248

5.
84
Properties=species:S:1:pos:R:3 method="wB97M-V/def2-TZVPD" charge=+2 gap_ev=3.849 homo_ev=-14.343
C -1.26716 -2.80227 0.90038
C -0.26630 -2.01902 0.41050
C 0.66080 -1.11965 1.14220
O 1.85784 -1.05782 0.40960
C 2.94178 -1.95151 0.60364
C 3.97865 -1.57258 -0.45497
C 4.26072 -0.06039 -0.40742
C 3.71686 0.67742 -1.61342
O 4.28065 0.13728 -2.77563
C 3.36704 -0.03016 -3.84541
S 2.54906 -3.70431 0.28164
C 1.90253 -4.45771 1.75103
O 1.57820 -3.76388 -0.78074
O 3.82606 -4.32264 0.05431
B 0.84532 -1.36590 2.74570
C 1.95573 -0.62085 3.55732
O 0.01613 -2.25229 3.34680
C 0.03717 0.43976 0.95919
C 1.18602 1.44338 1.06546
C 0.58194 2.80552 0.65395
C 0.97645 3.19029 -0.78812
C -0.19034 3.79670 -1.61911
N -0.21106 3.30825 -2.96269
C -1.38323 2.55936 -3.31173
N -1.40170 1.41826 -3.82174
N -2.55101 3.29738 -2.97529
O -0.84332 0.75697 1.95426
C -2.13262 0.22599 1.87418
C -3.28029 1.32238 1.90782
C -4.38225 1.06460 0.88470
C -4.85708 -0.39775 0.75326
C -4.87499 -0.86693 -0.70790
O -3.86992 -1.88356 -0.87224
C -3.22250 -1.89236 -2.06480
O -2.85325 -2.90080 -2.58076
C -2.25070 -0.53584 3.18960
O -1.60689 -0.10988 4.16280
O -2.95332 -1.53820 3.28237
C -0.50407 0.74922 -0.51262
O 0.20899 0.36923 -1.42775
O -1.47553 1.52687 -0.49418
H -1.65414 -3.59282 0.26998
H -1.69157 -2.73124 1.89302
H -0.07488 -2.05333 -0.65387
H 3.45438 -1.90286 1.56827
H 4.90327 -2.08653 -0.22607
H 3.63270 -1.87299 -1.43971
H 3.90278 0.38970 0.51926
H 5.33922 0.08555 -0.40342
H 2.62128 0.65067 -1.64272
H 4.02417 1.73497 -1.54422
H 3.91311 -0.47603 -4.66701
H 2.95660 0.93536 -4.15832
H 2.54221 -0.68092 -3.54840
H 0.81910 -4.40617 1.73225
H 2.27602 -3.92402 2.62099
H 2.26991 -5.47723 1.72740
H 2.67172 -0.11976 2.90613
H 1.46876 0.14446 4.16416
H 2.52038 -1.29482 4.19917
H 0.45947 -2.80461 4.00058
H 1.61284 1.51778 2.05965
H 1.93012 1.19818 0.32131
H -0.50312 2.85439 0.79913
H 1.03308 3.56196 1.40445
H 1.92684 3.85280 -0.82157
H 1.28454 2.27746 -1.30227
H -1.15912 3.64906 -1.14723
H -0.03842 4.93294 -1.71334
H 0.62504 2.81060 -3.24161
H -0.47624 1.01211 -3.93987
H -3.12140 2.70051 -2.38527
H -3.08778 3.48904 -3.81340
H -2.30055 -0.36871 0.98030
H -2.80521 2.27582 1.69667
H -3.65528 1.39543 2.92534
H -5.23960 1.67234 1.16888
H -4.07394 1.42929 -0.09206
H -4.21832 -1.10217 1.26905
H -5.86375 -0.49400 1.14670
H -4.64681 -0.05085 -1.39482
H -5.84518 -1.26511 -0.99012
H -2.98315 -0.89754 -2.47133
Hf 0.90051 5.16872 0.34975

6.
75
Properties=species:S:1:pos:R:3 method="wB97M-V/def2-TZVPD" charge=+1 gap_ev=6.701 homo_ev=-11.309
C -0.49090 4.71615 -4.07427
C -1.06581 5.95431 -3.11003
O -1.25708 7.20145 -3.62079
O -1.30546 5.60479 -1.69938
C -2.74723 5.66901 -1.36034
C -3.60767 4.34546 -1.82882
C -3.83173 3.22665 -0.64582
C -2.62593 2.11798 -0.57782
C -2.81132 0.82568 -1.56990
C -2.85094 -0.63348 -0.75816
C -1.64339 -1.65525 -1.19504
C -0.86060 -2.34807 0.11059
C 0.60723 -1.62407 0.25479
C 0.64674 0.01717 0.14148
N 1.90056 0.87770 0.21848
C 3.25672 0.21853 0.43747
C 4.55759 1.26024 0.47638
C 5.61541 0.70912 -0.65390
F 5.12946 1.43252 1.83336
C 3.41846 -1.43862 0.58490
C 2.04369 -2.38804 0.50667
O 2.09139 -3.87840 0.66667
C 1.46386 -4.07327 2.01262
C 2.01089 -5.40373 2.80410
N 2.87126 -4.93957 3.99710
C 2.92559 -6.04689 5.03307
C 3.30124 -5.51791 6.55498
C 1.94165 -5.02607 7.39236
O 4.34034 -4.46635 6.58008
H -1.17918 4.67065 -5.02095
H 0.63958 4.97575 -4.31457
H -0.58797 3.66096 -3.52967
H -2.81027 5.91269 -0.21596
H -3.23739 6.60144 -1.91816
H -4.69401 4.74207 -2.12021
H -3.09767 3.80953 -2.74584
H -4.84956 2.65045 -0.70003
H -3.78830 3.82622 0.38546
H -1.60004 2.67460 -0.79359
H -2.55623 1.70905 0.53068
H -1.89865 0.84522 -2.33214
H -3.79766 0.96201 -2.19523
H -2.80256 -0.45404 0.39825
H -3.87150 -1.14211 -1.10881
H -0.87994 -1.15721 -1.93345
H -2.12357 -2.58302 -1.77285
H -0.76624 -3.51592 -0.09214
H -1.53041 -2.16986 1.07066
H -0.37097 0.57958 -0.00199
H 1.81244 1.93132 0.12007
H 4.17924 2.32046 0.07943
H 4.96809 0.07180 -1.42751
H 6.44697 0.04739 -0.15479
H 6.05431 1.64144 -1.24468
H 4.49838 -1.88322 0.73664
H 0.28245 -4.14845 1.91982
H 1.72079 -3.11294 2.67303
H 2.55777 -6.17758 2.11704
H 1.05991 -5.95691 3.25256
H 3.85539 -4.80230 3.65572
H 3.76013 -6.79725 4.68633
H 1.91851 -6.65516 5.14016
H 3.72817 -6.42769 7.18052
H 1.01773 -5.11544 6.66693
H 2.05380 -3.89249 7.71349
H 1.78731 -5.67861 8.37599
H 4.67249 -4.36120 7.53561
Br -3.12208 1.95469 -4.87810
C -4.48015 3.22832 -5.45926
C -4.23132 3.68337 -6.87826
Br -2.78476 4.98973 -6.95737
H -4.48109 4.04737 -4.73435
H -5.42694 2.68558 -5.38892
H -5.10668 4.20500 -7.27523
H -3.96235 2.86772 -7.55519